Density functional theory data (wB97M-V/def2-TZVPD) for a cluster of 9 separate species, C33H92N10O9 in total.

```
! wB97M-V def2-TZVPD RIJCOSX def2/J DEFGRID3
* xyz 1 2
C -18.357 27.715 4.031
O -17.336 27.391 3.513
N -18.672 28.933 4.360
N -19.131 26.800 4.589
H -19.629 29.093 4.638
H -18.002 29.685 4.280
H -20.042 27.069 4.933
H -18.948 25.839 4.338
C -16.318 19.924 0.694
C -16.722 20.983 -0.377
C -17.297 20.421 -1.717
O -16.481 19.532 -2.479
C -17.151 18.893 -3.561
N -17.649 22.009 0.154
H -16.181 20.345 1.690
H -15.729 19.097 0.296
H -17.202 19.366 1.003
H -15.764 21.448 -0.608
H -17.524 21.248 -2.390
H -18.285 20.060 -1.431
H -17.377 17.858 -3.307
H -16.422 18.747 -4.358
H -18.004 19.370 -4.044
H -17.990 22.682 -0.517
H -17.073 22.601 0.735
C -15.691 30.401 5.586
C -14.694 30.066 4.517
C -13.568 29.040 5.040
O -12.661 29.661 6.052
C -11.761 30.671 5.637
N -15.420 29.525 3.361
H -16.475 30.941 5.056
H -15.301 31.016 6.398
H -16.164 29.592 6.144
H -14.279 31.014 4.177
H -13.157 28.628 4.118
H -14.069 28.136 5.385
H -11.285 31.195 6.465
H -12.282 31.441 5.067
H -11.028 30.201 4.981
H -14.734 29.291 2.658
H -15.895 28.692 3.679
C -11.971 22.951 -1.016
C -11.536 23.251 -2.437
C -11.351 24.788 -2.648
O -11.058 25.095 -4.007
C -10.908 26.484 -4.201
N -10.420 22.443 -2.884
H -11.224 23.301 -0.304
H -12.122 21.881 -0.870
H -12.872 23.491 -0.726
H -12.273 22.948 -3.181
H -10.645 25.246 -1.955
H -12.281 25.350 -2.563
H -11.842 27.027 -4.058
H -10.758 26.591 -5.275
H -10.041 26.922 -3.705
H -9.646 22.608 -2.256
H -10.012 22.780 -3.744
C -19.639 24.918 0.585
C -18.501 25.660 -0.126
C -18.542 27.108 0.161
O -17.540 27.767 -0.641
C -17.413 29.175 -0.252
N -17.350 25.067 0.429
H -20.568 25.481 0.675
H -19.362 24.656 1.606
H -19.871 23.972 0.096
H -18.551 25.485 -1.201
H -18.479 27.358 1.220
H -19.474 27.576 -0.153
H -16.589 29.791 -0.611
H -17.465 29.379 0.817
H -18.341 29.556 -0.678
H -16.576 25.555 0.002
H -17.338 25.257 1.421
C -16.083 20.636 7.444
C -17.316 21.241 8.145
C -17.201 21.586 9.638
O -18.413 22.174 10.047
C -18.520 22.437 11.449
N -17.726 22.466 7.562
H -16.246 20.498 6.376
H -15.805 19.700 7.929
H -15.194 21.267 7.474
H -18.182 20.590 8.021
H -16.422 22.323 9.837
H -17.010 20.681 10.214
H -17.670 23.049 11.752
H -18.424 21.495 11.988
H -19.481 22.902 11.670
H -18.364 22.896 8.216
H -16.914 23.060 7.470
C -19.367 21.920 3.603
C -20.189 22.772 4.649
C -21.024 21.970 5.652
O -21.636 22.909 6.436
C -22.221 22.469 7.596
N -19.228 23.689 5.274
H -18.625 21.250 4.037
H -18.814 22.509 2.871
H -19.985 21.154 3.133
H -20.874 23.368 4.047
H -20.272 21.462 6.255
H -21.630 21.323 5.016
H -21.501 22.440 8.414
H -22.721 21.514 7.437
H -22.878 23.285 7.897
H -19.767 24.321 5.848
H -18.772 23.133 5.984
C -14.813 24.726 4.327
C -15.420 23.829 3.363
C -15.342 22.322 3.702
O -14.070 21.823 3.438
C -13.585 21.853 2.105
N -16.804 24.301 3.363
H -14.855 25.792 4.105
H -13.735 24.576 4.394
H -15.270 24.685 5.316
H -14.994 24.140 2.409
H -16.095 21.684 3.240
H -15.356 22.188 4.784
H -13.125 20.875 1.963
H -12.892 22.690 2.020
H -14.331 21.777 1.314
H -17.309 23.984 4.179
H -16.954 25.290 3.225
C -12.380 19.055 -0.328
C -12.193 18.000 -1.438
C -12.685 18.622 -2.754
O -12.604 17.630 -3.809
C -13.694 16.737 -3.879
N -10.816 17.792 -1.703
H -11.754 19.942 -0.432
H -12.046 18.651 0.627
H -13.405 19.420 -0.250
H -12.777 17.124 -1.158
H -12.151 19.509 -3.096
H -13.689 19.033 -2.646
H -13.755 16.189 -2.939
H -13.521 15.981 -4.644
H -14.648 17.141 -4.218
H -10.598 17.342 -2.581
H -10.259 18.622 -1.848
*
```

As for the total energy: -69026.762 eV. The largest force on an atom is 4.83 eV/Å. For the energy above the lowest of the compared OMol25 structures with the same formula, charge and spin, the calculation gives 0.000 eV. The calculation puts the HOMO energy (alpha / beta) at -9.80 / -9.80 eV.